Record 1
The following is a quantum chemistry calculation of a gas-phase ion, C3H3Cl4O3S (charge -1) in a non-equilibrium geometry, from OMol25.

Properties
Gap between HOMO and LUMO ... 8.722 eV
HOMO ... -5.554 eV
Net charge ... -1
SMILES ... CC(Cl)(Cl)C(Cl)(Cl)S(=O)(=O)[O-]
E_LUMO ... 3.17 eV

```
14
Properties=species:S:1:pos:R:3:forces:R:3
C -1.725675 -0.163271 -0.353641 -0.4 2.2 -0.6
C -0.480288 -0.906116 -0.242418 1.5 -1.3 -0.2
C 0.651273 -0.368968 0.579787 1.6 3.0 -0.5
O 0.177350 2.324957 0.103612 1.4 -0.4 0.3
O 2.350115 1.501738 0.994981 2.5 1.5 1.8
O 1.728805 1.127839 -1.377637 0.4 1.3 1.5
S 1.360615 1.445423 0.011296 -4.6 -2.0 -3.1
Cl -0.896944 -2.401902 0.562952 -0.6 -2.4 0.0
Cl 0.270686 -1.162657 -1.818888 -1.0 -0.8 -1.2
Cl 2.149091 -1.240628 0.386734 0.7 -1.5 0.1
Cl 0.363038 -0.299983 2.277723 -0.8 0.4 1.2
H -2.470798 -0.667956 -0.988676 0.4 0.1 0.5
H -1.435681 0.802567 -0.804624 -0.5 -0.2 0.2
H -2.041582 0.008958 0.668800 -0.6 0.2 0.0
```
Forces are in eV/Å.

---

Record 2
The following is a quantum chemistry calculation of a single C2H7OP molecule in a non-equilibrium geometry, from OMol25.

Properties
Multiplicity ... 3
Gap between HOMO and LUMO (alpha / beta) ... 4.973 / 7.376 eV
HOMO (alpha / beta) ... -3.945 / -11.381 eV
Relative energy (zero: lowest compared OMol25 entry of this formula, charge and spin) ... 35.83 kcal/mol
E_LUMO (alpha / beta) ... 1.03 / -4.00 eV

```
11
Properties=species:S:1:pos:R:3:forces:R:3
C 1.400768 -0.083061 -0.210886 1.8 2.1 4.0
C 0.132774 0.718749 -0.009449 -1.5 4.1 -0.5
O -2.509495 0.405360 0.122120 -4.5 5.0 0.1
P -1.335088 -0.433209 0.044248 5.5 -7.7 2.2
H 2.310614 0.663100 -0.215397 -1.7 -1.2 -0.3
H 1.636456 -0.791765 0.696835 -0.8 1.2 -1.8
H 1.279391 -0.596998 -1.076720 0.3 -1.8 -2.6
H -1.559494 -1.413039 -0.830510 -1.2 -1.4 -1.5
H -0.297511 1.582458 -0.720330 1.8 -2.1 0.7
H -1.048232 -1.278563 1.281043 -0.2 1.4 -1.4
H -0.010180 1.226964 0.919045 0.6 0.3 1.1
```
Forces are in eV/Å.

---

Record 3
The following is a quantum chemistry calculation of 2 unconnected molecules or ions with the total composition C5H10O in a non-equilibrium geometry, from OMol25.

Properties
Gap between HOMO and LUMO ... 10.476 eV
HOMO ... -9.477 eV
Relative energy (zero: lowest compared OMol25 entry of this formula, charge and spin) ... 49.19 kcal/mol
SMILES ... O=C1CCCC1.[H][H]
E_LUMO ... 1.00 eV

```
16
Properties=species:S:1:pos:R:3:forces:R:3
C -0.774270 -0.550933 -0.555248 0.1 0.6 0.0
C -0.475507 0.053239 0.784778 -0.2 0.5 0.5
O -1.267143 0.709174 1.431979 0.8 -0.2 0.1
C 0.101714 0.622301 -1.184553 0.1 -0.2 -0.7
C 1.486010 0.373183 -0.535695 -0.1 -0.2 -0.1
C 1.037810 0.157249 0.932508 0.0 0.1 0.2
H -0.349284 -1.566233 -0.747218 0.2 1.0 0.1
H -1.840432 -0.615838 -0.810875 0.5 0.6 0.1
H -2.269667 -1.502775 1.076045 -0.5 -0.5 0.2
H -2.289690 -0.833564 1.396424 -0.6 -0.6 0.1
H 0.000522 0.544441 -2.253170 0.5 0.1 -0.6
H -0.183215 1.664241 -0.899090 -0.5 -1.0 -0.1
H 2.242768 1.170317 -0.626746 -0.6 -0.1 -0.1
H 1.920913 -0.521082 -0.989274 0.0 0.0 0.3
H 1.208068 1.029541 1.563509 0.3 -0.1 0.0
H 1.451403 -0.733262 1.416626 0.0 0.1 -0.1
```
Forces are in eV/Å.

---

Record 4
The following is a quantum chemistry calculation of a molecular structure, C26H33Cl3N5O6SSb2Ta in a non-equilibrium geometry, from OMol25.

Properties
Gap between HOMO and LUMO ... 6.453 eV
HOMO ... -13.297 eV
Relative energy (zero: lowest compared OMol25 entry of this formula, charge and spin) ... 15.66 kcal/mol
Net charge ... +2
E_LUMO ... -6.84 eV

```
77
Properties=species:S:1:pos:R:3:forces:R:3
Ta -0.084907 -0.674487 -0.300371 0.4 0.2 1.0
N -1.693823 1.511190 2.579172 -0.1 0.0 -0.1
C -2.996988 1.163957 2.021030 0.1 0.0 0.0
C -2.895753 0.622169 0.617081 -0.4 0.0 0.2
O -3.740693 0.648367 -0.211331 0.3 0.0 0.0
O -1.711060 -0.074946 0.389205 0.7 -0.4 -0.8
H -1.821569 1.824189 3.534701 0.0 0.0 0.0
H -1.339144 2.299616 2.046722 0.1 0.1 0.0
H -3.716770 1.984925 1.986966 0.0 0.0 0.0
H -3.453990 0.369449 2.618606 0.0 0.0 0.0
C 3.226289 -0.488804 2.125222 -0.1 0.0 0.1
Sb 1.187746 0.123136 2.269413 0.1 0.1 -0.1
C 1.398753 2.236390 2.512100 0.0 -0.2 0.0
C 0.849133 -0.530475 4.306837 0.2 0.2 -0.1
C 1.524468 -1.846417 4.526470 -0.1 -0.2 0.0
C 2.784077 -1.887819 5.121167 0.0 0.1 0.0
C 3.463887 -3.082820 5.281165 0.0 0.0 0.0
C 2.886841 -4.268345 4.847179 0.0 0.0 0.0
C 1.625377 -4.244658 4.277091 0.0 0.0 0.0
C 0.932614 -3.046794 4.113302 0.0 0.0 0.0
C -0.455783 -3.068008 3.561934 -0.1 0.0 -0.1
Sb -0.750791 -2.992637 1.425003 -0.1 -0.1 0.1
C -0.080501 -4.890018 0.743676 -0.1 0.1 0.1
C -2.880557 -3.045806 1.513036 0.1 -0.1 0.0
H 3.775238 -0.061519 2.963428 0.0 0.0 0.0
H 3.658581 -0.161388 1.184484 0.0 0.0 0.0
H 3.287763 -1.574518 2.189230 0.0 0.0 0.0
H 2.445842 2.452436 2.722698 0.0 0.0 0.0
H 0.799285 2.561957 3.358603 0.0 0.0 0.0
H 1.085357 2.759062 1.612034 0.0 0.0 0.0
H -0.208174 -0.492035 4.552912 -0.1 -0.1 -0.1
H 1.347951 0.250810 4.884109 0.0 0.0 0.0
H 3.235293 -0.966713 5.472861 0.0 0.0 0.0
H 4.437507 -3.090776 5.751859 0.0 0.0 0.0
H 3.405198 -5.208681 4.975139 0.0 0.0 0.0
H 1.153722 -5.173725 3.977073 0.0 0.0 0.0
H -1.074611 -2.263951 3.958003 0.0 0.0 0.0
H -0.961301 -4.000779 3.823524 0.0 0.0 0.0
H -0.391072 -5.646509 1.462052 0.0 0.0 0.0
H 1.003316 -4.892729 0.652816 0.0 0.0 0.0
H -0.532051 -5.090985 -0.224863 0.0 0.0 0.0
H -3.203752 -4.084481 1.468423 0.0 0.0 0.0
H -3.317081 -2.499202 0.684495 0.0 0.0 0.0
H -3.188693 -2.619012 2.466903 0.0 0.0 0.0
N 6.832527 3.902930 -1.368242 0.0 0.0 0.0
C 5.696778 3.184225 -1.406595 0.0 0.0 0.0
C 4.950424 2.953428 -0.227974 0.0 0.0 0.1
C 3.794785 2.219800 -0.269214 0.0 0.1 0.0
C 3.355119 1.693649 -1.484992 -0.3 -0.2 -0.1
C 4.065534 1.922763 -2.667114 0.1 0.0 -0.1
C 5.223452 2.653456 -2.625675 0.0 0.0 0.0
S 1.918449 0.771147 -1.593521 0.3 0.3 -0.2
O 1.994858 -0.495289 -0.749397 -0.3 -0.7 0.1
O 1.559019 0.475880 -2.939664 0.2 0.2 -0.1
N 0.701400 1.346160 -0.663133 -0.6 -0.5 -0.4
C -0.004335 2.480406 -1.103042 -0.3 0.5 0.0
N 0.496839 3.142863 -2.133370 0.1 -0.1 0.1
C -0.188904 4.207369 -2.544373 0.0 0.0 0.0
C -1.369224 4.601026 -1.937264 0.0 0.0 0.0
C -1.786356 3.844414 -0.859348 0.0 0.0 0.0
N -1.105352 2.781566 -0.420645 0.0 -0.1 0.1
H 7.178136 4.289890 -0.508831 0.0 0.0 0.0
H 7.365057 4.074084 -2.202394 0.0 0.0 0.0
H 5.297532 3.368432 0.709601 0.0 0.0 0.0
H 3.216603 2.067041 0.631134 0.0 0.0 0.0
H 3.695985 1.524015 -3.601849 0.0 0.0 0.0
H 5.780679 2.831034 -3.536086 0.0 0.0 0.0
H 0.228273 4.746923 -3.386105 0.0 0.0 0.0
H -1.930167 5.455845 -2.282877 0.0 0.0 0.0
H -2.694629 4.088450 -0.320091 0.0 0.0 0.0
Cl -1.690067 0.000396 -2.739474 0.0 0.4 0.0
C -1.635797 -1.700760 -3.388798 -0.1 -0.2 -0.2
Cl -0.376121 -1.849607 -4.581873 0.0 0.0 0.0
Cl -3.193528 -2.143297 -4.009500 0.1 0.0 0.1
C -1.303920 -2.412436 -2.063531 -0.3 -0.1 -0.1
O -2.126994 -2.946849 -1.374963 0.3 -0.2 -0.3
O -0.051160 -2.151857 -1.683960 -0.1 0.8 1.1
```
Forces are in eV/Å.

---

Record 5
The following is a quantum chemistry calculation of 10 unconnected molecules or ions with the total composition C31H62Br18FN3O6P2S in a non-equilibrium geometry, from OMol25.

Properties
Gap between HOMO and LUMO ... 8.722 eV
HOMO ... -8.660 eV
SMILES ... CC(=O)OCC[C@]1(S)C(=O)N[C@@](CCCF)(P(=N)(O)O)[C@]1(CCN)[PH2]=O.BrCCBr.BrCCBr.BrCCBr.BrCCBr.BrCCBr.BrCCBr.BrCCBr.BrCCBr.BrCCBr
E_LUMO ... 0.06 eV

```
124
Properties=species:S:1:pos:R:3:forces:R:3
C 7.057481 1.164436 -1.092453 0.1 0.1 -1.1
C 6.104155 2.294302 -0.826695 -0.2 -1.9 -2.1
O 6.328273 3.099173 -0.021663 0.5 2.6 2.9
O 4.985236 2.362905 -1.606494 -0.3 -1.4 0.0
C 3.755654 2.293618 -0.839794 -0.4 1.0 -0.3
C 2.725897 1.325872 -1.427592 1.5 0.0 0.3
C 2.909119 -0.192506 -1.186937 -3.2 1.1 -1.9
S 4.415188 -0.821363 -2.005106 0.7 -0.3 0.4
C 1.786609 -0.839106 -2.086012 3.7 -2.1 3.0
O 1.086324 -0.329815 -2.850854 -2.3 1.6 -2.8
N 1.790678 -2.209196 -1.704063 -1.3 0.0 0.3
C 1.887364 -2.252832 -0.217104 0.3 -0.9 -1.6
C 0.466430 -2.632872 0.336220 -0.1 0.1 -0.6
C -0.661676 -2.633859 -0.710094 -0.2 -0.3 0.7
C -0.755926 -3.945519 -1.455513 1.2 0.3 -0.1
F -1.887359 -4.005194 -2.242508 -0.5 -0.1 0.0
P 2.904198 -3.789836 0.097748 0.5 -0.7 2.7
N 2.937380 -4.134012 1.600374 -0.5 0.3 -0.2
O 4.398218 -3.631127 -0.463668 -1.0 -0.1 -1.0
O 2.236065 -5.006210 -0.748965 0.1 0.9 -0.8
C 2.468012 -0.832620 0.154367 2.1 -0.1 1.1
C 3.747286 -0.792366 1.078233 -0.8 0.1 0.7
C 3.522702 -1.191684 2.553314 1.0 -0.1 0.0
N 4.694882 -1.969604 2.976262 -0.3 -0.2 -0.1
P 1.325567 0.300595 1.093361 -0.3 0.2 -0.4
O 1.948608 1.585144 1.451499 0.3 0.5 0.1
H 7.016155 0.869436 -2.137843 -0.1 -0.1 -0.1
H 8.064148 1.517875 -0.903535 0.1 -0.1 0.4
H 6.804581 0.282766 -0.514094 0.0 0.0 0.3
H 3.959453 2.158414 0.215313 0.1 -0.2 0.1
H 3.315491 3.285802 -0.930497 -0.1 0.1 0.2
H 1.744915 1.689297 -1.132559 -0.1 -0.2 0.1
H 2.778847 1.457450 -2.506903 -0.1 0.0 -0.1
H 4.156971 -0.419654 -3.290777 -0.2 0.0 1.0
H 2.397011 -2.826208 -2.215968 -0.1 0.1 -0.3
H 0.514506 -3.644477 0.732711 0.0 0.0 0.4
H 0.137039 -2.014605 1.168783 0.3 0.0 0.1
H -0.655465 -1.776527 -1.370483 0.2 0.0 -0.2
H -1.585010 -2.574640 -0.141392 -0.1 0.1 0.1
H 0.095359 -4.085900 -2.112685 0.1 0.0 -0.2
H -0.723516 -4.762484 -0.731925 -0.5 -0.2 0.0
H 2.514178 -5.042648 1.741124 0.3 -0.1 0.5
H 4.419495 -3.619006 -1.435812 0.4 0.3 0.2
H 1.592624 -5.447475 -0.174876 0.1 -0.1 -0.1
H 4.066515 0.245705 1.121159 0.1 0.2 -0.3
H 4.573587 -1.356383 0.651167 -0.2 -0.3 -0.1
H 2.611215 -1.769258 2.682788 0.1 -0.4 0.0
H 3.462748 -0.300641 3.187423 -0.5 0.2 -0.3
H 4.653127 -2.144632 3.972051 0.2 0.0 0.0
H 5.537394 -1.446706 2.769703 0.0 0.1 0.2
H 0.185950 0.455549 0.260362 0.0 -0.3 0.2
H 0.866219 -0.362643 2.251294 0.0 -0.3 -0.4
Br 0.465890 -6.596271 2.731364 -0.2 0.0 -0.1
C 1.119783 -8.424788 2.851860 -0.1 0.1 0.2
C 2.616813 -8.437762 2.989488 0.2 -0.2 -0.2
Br 3.474102 -8.058143 1.285716 -0.1 0.0 0.0
H 0.769345 -8.948521 1.968249 0.1 0.0 0.0
H 0.643280 -8.847965 3.733901 0.0 0.0 0.0
H 2.971124 -9.424564 3.279703 0.0 0.0 0.0
H 2.985895 -7.702423 3.698224 0.0 0.0 0.0
Br 1.794383 1.725169 -8.265760 0.0 -0.1 0.0
C 1.386489 0.114153 -7.252956 -0.1 0.2 -0.1
C 1.552582 0.332047 -5.773632 0.0 -0.3 0.0
Br 3.435574 0.344494 -5.262293 -0.2 0.3 -0.6
H 2.027437 -0.671792 -7.640054 0.0 0.0 0.1
H 0.349207 -0.116820 -7.486740 0.0 0.0 0.1
H 1.110396 -0.486406 -5.211635 0.0 0.0 0.0
H 1.129471 1.270603 -5.430273 0.0 0.0 0.0
Br -3.440174 -1.133443 -1.445272 -0.5 0.3 -0.1
C -3.814058 -1.451494 -3.324902 0.1 -0.2 0.2
C -2.839838 -0.715429 -4.204622 -0.1 0.1 -0.2
Br -3.252453 1.185275 -4.296641 0.1 0.0 0.1
H -4.846784 -1.163843 -3.496296 0.0 0.1 0.0
H -3.710851 -2.526779 -3.459173 0.1 0.0 0.0
H -2.906358 -1.074615 -5.229931 0.0 0.0 0.0
H -1.812366 -0.796895 -3.859564 0.0 0.0 0.1
Br -5.853121 1.848978 -0.329148 0.0 0.0 0.0
C -6.418459 0.345063 0.764984 -0.1 0.2 -0.2
C -6.282991 0.645084 2.232794 0.1 -0.2 0.2
Br -4.424891 0.545688 2.811461 0.0 0.1 -0.1
H -5.826966 -0.510600 0.451685 0.0 0.0 0.0
H -7.461753 0.177342 0.505040 0.0 0.0 0.1
H -6.806371 -0.102453 2.826256 0.0 0.0 0.0
H -6.643531 1.633120 2.501197 0.0 0.0 -0.1
Br -5.527816 -0.905723 6.907486 0.0 0.0 -0.1
C -4.837934 0.880747 6.548545 0.0 -0.2 0.1
C -5.352724 1.881666 7.546451 0.0 0.2 -0.1
Br -7.199351 2.371735 7.173272 0.0 0.0 0.1
H -5.107407 1.122549 5.525598 0.0 0.0 0.1
H -3.756340 0.787851 6.622195 0.0 0.1 0.0
H -4.792463 2.811248 7.478674 0.0 0.0 0.0
H -5.323908 1.517993 8.568888 0.0 0.0 0.0
Br -3.658311 5.104919 -3.905109 -0.1 0.0 0.0
C -4.027059 4.786355 -5.789066 0.1 -0.2 0.2
C -3.049530 5.512484 -6.672969 -0.1 0.1 -0.2
Br -3.454834 7.413651 -6.770894 0.1 -0.1 0.0
H -5.056823 5.082158 -5.963205 0.0 0.0 0.0
H -3.933010 3.709938 -5.922356 0.0 0.0 -0.1
H -3.118835 5.152040 -7.697353 0.0 0.0 0.0
H -2.023460 5.426565 -6.329805 0.0 0.0 0.1
Br -4.862643 4.728484 9.675404 0.1 0.1 0.1
C -5.880466 6.371681 9.457993 -0.1 -0.2 0.1
C -6.662777 6.361580 8.171944 0.0 0.2 -0.2
Br -5.516662 6.696366 6.635619 0.0 -0.1 0.0
H -5.172608 7.192008 9.520092 0.0 0.0 -0.1
H -6.552209 6.409276 10.313178 0.0 0.0 0.0
H -7.395171 7.166368 8.165018 0.0 0.0 0.1
H -7.163393 5.414921 7.989978 0.0 0.0 0.1
Br 6.796695 -6.315255 2.113805 0.0 0.0 0.1
C 7.947429 -7.829323 2.521818 -0.1 0.2 -0.2
C 7.196286 -9.132687 2.447900 0.1 -0.2 0.2
Br 6.070053 -9.398154 4.014417 0.0 0.0 0.0
H 8.378126 -7.645411 3.501044 0.0 -0.1 0.0
H 8.734215 -7.801075 1.770609 0.0 -0.1 0.0
H 7.887501 -9.973248 2.449991 0.0 0.0 0.0
H 6.548302 -9.200532 1.579173 0.0 0.1 0.0
Br -6.548941 11.875589 -5.892671 0.0 0.0 0.1
C -4.715165 11.961413 -5.245573 -0.1 0.1 -0.3
C -4.085314 10.595683 -5.183324 0.1 0.0 0.3
Br -4.721462 9.581733 -3.650924 0.0 0.0 -0.1
H -4.744476 12.457011 -4.280585 0.0 -0.1 0.0
H -4.189310 12.591564 -5.960119 0.0 0.0 0.0
H -3.009110 10.678162 -5.044363 0.0 0.0 0.0
H -4.289857 9.996936 -6.064146 -0.1 0.1 0.0
```
Forces are in eV/Å.